The following is a quantum chemistry calculation of a structure of composition C43H88CdNO20Zn in a non-equilibrium geometry, from OMol25.

Results
- Gap between HOMO and LUMO: 0.151 Eh
- Calculated total energy: -141435.5834 eV

The geometry in ORCA input format:
```
! RIJCOSX wB97M-V def2-TZVPD def2/J DEFGRID3
* xyz -1 1
Zn 2.3196 -2.9277 -2.0378
Cd -0.0473 3.2741 2.4959
C 0.1669 -7.1299 -2.1938
C -0.8624 -6.0901 -2.6750
C -2.3662 -6.6682 -2.5276
C -2.9298 -6.5887 -1.1333
C -3.0151 -5.0865 -0.8326
C -1.5499 -4.4578 -0.7622
N -0.8219 -4.7092 -2.0592
O 0.4238 -3.9607 -2.2868
C -0.8529 -4.9340 0.5377
C -1.8533 -2.9173 -0.6113
C -0.6759 -5.9597 -4.2319
H 0.0316 -7.2311 -1.1170
H 1.1722 -6.7678 -2.4090
H 0.0486 -8.0986 -2.6793
H -2.3231 -7.7275 -2.7808
H -3.0645 -6.2541 -3.2549
H -2.3154 -7.0966 -0.3899
H -3.9187 -7.0335 -1.0227
H -3.4942 -4.8878 0.1261
H -3.6695 -4.6384 -1.5802
H 0.0523 -4.3779 0.7815
H -0.4182 -5.9304 0.4587
H -1.5451 -4.9463 1.3796
H -2.3723 -2.7160 0.3259
H -2.4583 -2.4920 -1.4120
H -0.9592 -2.3077 -0.4814
H 0.3566 -5.7246 -4.4902
H -1.3392 -5.2365 -4.7065
H -0.8328 -6.9238 -4.7157
C 1.4470 -0.4304 1.4903
C 1.5220 -1.0048 0.2641
C 1.1085 -0.3192 -1.0474
O 1.3006 -0.8062 -2.2319
C 0.6455 0.9498 -0.9992
C 0.4256 1.6349 0.2796
C 0.9704 0.9129 1.6161
O 0.8501 1.5034 2.6936
O -0.0855 2.7619 0.4910
O 2.0039 -2.2108 0.2034
H 1.7514 -0.9257 2.4004
H 0.3239 1.4766 -1.8855
C -3.7495 5.3987 1.7576
C -5.1234 4.8915 1.5426
C -5.4149 3.4185 1.9712
O -6.6115 3.1231 2.0309
C -4.2883 2.5585 2.2776
C -3.0352 3.0926 2.3690
C -2.7535 4.5492 2.0968
O -1.5344 5.0130 2.2723
O -2.1024 2.2543 2.5813
O -6.1314 5.5934 1.3689
H -3.4771 6.4027 1.4676
H -4.4885 1.5335 2.5525
C -0.4077 -2.0003 -5.4005
C -1.4604 -1.7163 -4.3895
O -2.0744 -2.9581 -4.0661
H 0.2525 -1.1372 -5.4862
H -0.8935 -2.0991 -6.3713
H 0.1083 -2.9421 -5.2137
H -2.2278 -1.0437 -4.7726
H -0.9405 -1.2025 -3.5809
H -1.4467 -3.4120 -3.4991
C -3.5594 0.8277 -0.6497
C -2.9929 0.5517 -2.0787
O -3.1839 1.7521 -2.7808
H -3.5237 -0.0097 0.0471
H -4.5827 1.1755 -0.7905
H -2.9524 1.6084 -0.1911
H -3.4974 -0.3100 -2.5157
H -1.9285 0.3241 -2.0206
H -2.4756 2.3817 -2.6277
C 3.9809 4.0732 2.8060
C 2.6708 4.8348 3.1056
O 1.6283 4.4759 2.2556
H 3.8435 3.0284 2.5272
H 4.6540 3.9760 3.6578
H 4.5563 4.5545 2.0152
H 2.7383 5.9202 3.0318
H 2.3948 4.5850 4.1301
H 1.9209 4.8719 1.4315
C 3.9422 -0.1942 4.6368
C 2.5678 -0.0366 5.2312
O 2.6592 0.2504 6.6098
H 4.5075 0.7357 4.6977
H 3.8685 -0.4758 3.5864
H 4.5218 -0.9324 5.1911
H 2.0815 -1.0036 5.1029
H 2.0215 0.7548 4.7179
H 1.7749 0.0599 6.9311
C -2.8300 5.2360 -2.8386
C -2.4150 4.6517 -1.4927
O -1.3829 3.7251 -1.6908
H -1.9890 5.7181 -3.3370
H -3.6229 5.9802 -2.7634
H -3.1181 4.4639 -3.5519
H -3.2878 4.2253 -0.9982
H -2.1587 5.4633 -0.8118
H -0.9401 3.5906 -0.8497
C -1.6424 3.2084 6.1726
C -0.3389 2.6869 5.5166
O -0.0512 3.6990 4.5724
H -2.5906 3.1827 5.6356
H -1.5488 4.2627 6.4326
H -1.9658 2.6847 7.0723
H -0.4763 1.7105 5.0521
H 0.4627 2.5448 6.2414
H 0.2456 4.4379 5.1085
C 2.4253 3.8433 -1.8851
C 3.1275 4.5531 -0.7493
O 2.3608 5.6286 -0.1941
H 2.7880 2.8456 -2.1321
H 2.4418 4.4620 -2.7824
H 1.3787 3.7491 -1.5955
H 4.0574 4.9816 -1.1230
H 3.3500 3.8188 0.0248
H 2.2899 6.3024 -0.8743
C -1.5745 -2.4148 3.4626
C -2.1507 -1.1230 2.8770
O -2.5874 -0.2643 3.8613
H -2.3363 -2.9958 3.9825
H -0.7785 -2.2222 4.1819
H -1.2520 -3.0861 2.6667
H -3.0405 -1.3170 2.2780
H -1.4022 -0.5646 2.3149
H -2.5934 0.6167 3.4799
C 4.5244 -5.1814 0.0991
C 3.1201 -5.5165 -0.5001
O 3.2021 -4.7945 -1.7206
H 4.6683 -5.6206 1.0862
H 4.5669 -4.1002 0.2305
H 5.2975 -5.4993 -0.6004
H 2.3032 -5.1403 0.1158
H 2.9464 -6.5906 -0.5658
H 3.6268 -5.4116 -2.3209
C 4.8866 0.0171 0.8769
C 4.5317 1.0397 -0.1816
O 4.8233 0.6236 -1.4734
H 4.9407 0.5012 1.8520
H 5.8887 -0.3471 0.6503
H 4.1740 -0.8076 0.8683
H 5.1025 1.9512 -0.0043
H 3.4763 1.3098 -0.1462
H 5.6620 0.9710 -1.7859
C 0.3661 3.4268 -5.1279
C -0.0303 1.9312 -5.0187
O 1.1023 1.1901 -4.6131
H -0.2414 4.0134 -5.8172
H 1.3761 3.6110 -5.4941
H 0.2208 3.9711 -4.1948
H -0.3901 1.5067 -5.9559
H -0.8335 1.7817 -4.2970
H 0.8488 0.7852 -3.7804
*
```

Mulliken population analysis, charges in e, atoms 1 to 99: 0.392, 2.508, -1.488, 1.329, -1.322, -0.659, -1.471, 1.622, 0.623, 0.795, -1.248, -1.945, -1.894, 0.388, 0.048, 0.433, 0.417, 0.420, 0.312, 0.428, 0.543, 0.350, -0.066, 0.209, 0.365, 0.436, 0.470, -0.146, 0.302, 0.394, 0.462, -0.296, 0.219, 1.611, -1.321, -0.446, 1.487, 0.415, -1.456, -0.961, -0.873, 0.507, -0.643, -0.890, 0.626, 0.140, -0.696, -0.370, -0.277, 0.608, -0.801, -0.316, -0.679, 0.377, 0.526, -1.198, 0.871, -0.641, 0.276, 0.341, 0.128, 0.637, -0.649, -0.088, -0.377, 0.607, -0.644, 0.059, 0.430, -0.271, 0.539, -0.634, 0.095, -1.068, -0.311, 0.235, 0.072, 0.471, 0.354, 0.470, 0.188, -0.260, -0.994, 0.427, -0.613, 0.282, 0.022, 0.424, 0.212, -0.109, 0.337, -1.492, -0.024, 0.319, 0.320, 0.409, 0.250, 0.071, 0.536